Record 1
One molecule with the formula C14H21NO3 at a distorted geometry. Source: the OMol25 dataset; level of theory: ωB97M-V/def2-TZVPD.

Each line ends with the Mulliken charge.
Positions of all 39 atoms, in Å:
N1 -3.83447 0.09621 -0.63291  -0.6974
C1 -2.97848 -0.71739 0.27139  -0.3370
C2 -2.64116 0.05313 1.52422  -0.8237
C3 -1.67710 1.23291 1.24115  -0.5033
C4 -0.48647 1.35918 2.18647  -1.2516
C5 0.70185 0.44057 1.97865  0.8385
C6 1.90436 0.76867 2.48181  -0.6062
C7 3.06463 -0.14286 2.29190  -0.2683
O1 3.92487 -0.31230 3.14374  -0.5722
C8 3.05440 -0.87447 1.00135  -0.2832
C9 1.87616 -1.21821 0.45830  0.5691
C10 1.74422 -1.95474 -0.83245  -1.3451
C11 1.76033 -0.98483 -2.01855  -0.9977
C12 0.53396 -0.08902 -2.08700  0.8921
C13 0.76111 1.17395 -2.93390  -0.7904
O2 -0.29543 1.45630 -3.82269  -0.5583
C14 0.64502 -0.86828 1.25128  0.5777
O3 -0.26120 -1.67054 1.36136  -0.5579
H1 -3.21414 0.66493 -1.19715  0.2358
H2 -4.23468 -0.54716 -1.30623  0.2639
H3 -2.06148 -0.99041 -0.24385  0.1078
H4 -3.48978 -1.63959 0.52165  0.4367
H5 -3.55076 0.45672 1.95387  0.4623
H6 -2.17860 -0.60629 2.24553  0.4137
H7 -1.34316 1.23738 0.20795  0.0375
H8 -2.24531 2.14933 1.36854  0.4497
H9 -0.08572 2.36070 2.05145  0.4807
H10 -0.82260 1.32231 3.21675  0.3940
H11 2.04746 1.68003 3.04051  0.5176
H12 3.98540 -1.13854 0.52338  0.5102
H13 0.84052 -2.55484 -0.85674  0.3535
H14 2.60153 -2.60940 -0.94069  0.4387
H15 2.62431 -0.33695 -1.89274  0.5081
H16 1.86556 -1.52725 -2.95285  0.4047
H17 -0.35454 -0.60877 -2.43286  0.2678
H18 0.31755 0.24101 -1.07294  -0.5831
H19 1.67176 1.04709 -3.50761  0.3776
H20 0.91998 2.02223 -2.26901  0.3399
H21 -1.08991 1.62917 -3.32106  0.2979

- E_HOMO (eV) = -9.60
- energy relative to the best compared isomer or geometry (same formula, charge and spin) (kcal/mol) = 74.0
- charge = 0
- molecular weight (g/mol) = 251.33
- E (eV) = -22489.642
- structure (SMILES) = NCCCCC1=CC(=O)C=C(CCCCO)C1=O

***

Record 2
One molecule with the formula C5H8N2. Source: the OMol25 dataset; level of theory: ωB97M-V/def2-TZVPD.

Each line ends with the Mulliken charge.
Positions of all 15 atoms, in Å:
C1 2.32694 -0.28853 -0.08979  -1.0957
C2 0.87854 -0.14950 0.24431  0.1788
C3 -0.18390 -0.84121 -0.27293  -0.5572
C4 -1.36861 -0.09207 0.01068  0.5034
N1 -2.57110 -0.13808 -0.73320  -0.5645
C5 -1.00178 0.94505 0.82467  -0.7022
N2 0.36842 0.89393 0.97992  -0.0725
H1 2.96218 -0.50267 0.77490  0.2848
H2 2.43532 -1.09420 -0.82245  0.2778
H3 2.69416 0.62572 -0.57607  0.2960
H4 -0.12121 -1.76762 -0.83368  0.3637
H5 -2.35494 -0.43458 -1.66920  0.2334
H6 -3.37312 -0.60641 -0.35170  0.2201
H7 -1.60012 1.71734 1.28798  0.3834
H8 0.89306 1.72069 1.20859  0.2507

- E_HOMO (eV) = -7.61
- energy relative to the best compared isomer or geometry (same formula, charge and spin) (kcal/mol) = 13.1
- charge = 0
- molecular weight (g/mol) = 96.13
- E (eV) = -8294.430
- structure (SMILES) = Cc1cc(N)c[nH]1

***

Record 3
One molecule with the formula C3H4N2O2. Source: the OMol25 dataset; level of theory: ωB97M-V/def2-TZVPD.

Each line ends with the Mulliken charge.
Positions of all 11 atoms, in Å:
C1 0.63652 -0.31354 -1.46646  -0.7701
N1 0.12128 0.00644 -0.15864  0.5411
N2 -0.38232 1.25804 0.09026  -0.7612
C2 -0.84135 1.16449 1.27882  -0.0098
O1 -0.68250 -0.04799 1.85350  -0.3309
C3 -0.03997 -0.83718 0.90268  0.5969
O2 0.26966 -1.98812 1.05729  -0.5817
H1 -0.05814 0.07443 -2.21543  0.2715
H2 1.62020 0.13982 -1.61439  0.2730
H3 0.70804 -1.39877 -1.55246  0.3474
H4 -1.35142 1.94237 1.82484  0.4238

- E_HOMO (eV) = -9.44
- energy relative to the best compared isomer or geometry (same formula, charge and spin) (kcal/mol) = 37.4
- charge = 0
- molecular weight (g/mol) = 100.08
- E (eV) = -10250.644
- structure (SMILES) = Cn1ncoc1=O

***

Record 4
A 2-piece molecular cluster, C4H3NO2 overall at a distorted geometry. Source: the OMol25 dataset; level of theory: ωB97M-V/def2-TZVPD.

Each line ends with the Mulliken charge.
Positions of all 10 atoms, in Å:
O1 -0.76784 -0.51345 2.90422  -0.3115
C1 -0.69685 -0.18143 1.80502  0.7157
C2 -0.77280 0.22549 0.56291  -0.7558
C3 0.28518 0.75218 -0.29843  0.0766
O2 1.42069 0.38026 -0.19255  -0.4875
H1 -1.72129 0.26602 0.20974  0.3936
H2 -0.00525 1.40745 -1.11379  0.3699
C4 1.21134 -1.91459 1.10745  0.0908
N1 0.47876 -2.44921 0.45991  -0.3603
H3 2.00250 -1.43118 1.77237  0.2684

- E_HOMO (eV) = -9.79
- energy relative to the best compared isomer or geometry (same formula, charge and spin) (kcal/mol) = 63.8
- charge = 0
- molecular weight (g/mol) = 97.07
- E (eV) = -9778.920
- structure (SMILES) = O=C=CC=O.C#N

***

Record 5
A 2-piece molecular cluster, C5H14NO2 overall at a distorted geometry. Source: the OMol25 dataset; level of theory: ωB97M-V/def2-TZVPD.

Each line ends with the Mulliken charge.
Positions of all 22 atoms, in Å:
C1 1.06112 -0.02835 -2.23191  -0.6159
O1 -0.38388 -0.14083 -2.14815  -0.4641
C2 1.59690 -0.34929 -0.81578  -0.5204
C3 1.43712 0.77253 0.18036  -0.5206
C4 0.04066 1.26251 0.68490  -0.7723
C5 -0.34170 0.10525 2.74752  -0.1380
N1 -0.64112 0.22085 1.52139  0.1117
H1 1.42674 -0.63506 -3.05285  0.4808
H2 1.27077 1.00554 -2.60214  0.2791
H3 -0.53525 -0.37117 -3.07116  0.2975
H4 2.69215 -0.61827 -0.86376  0.3537
H5 1.29302 -1.36386 -0.54933  0.2706
H6 1.95441 0.61380 1.12391  0.4063
H7 1.77022 1.72309 -0.29976  0.2591
H8 0.17665 2.11645 1.36002  0.3545
H9 -0.63580 1.54248 -0.12775  0.3617
H10 -0.75229 -0.75667 3.26808  0.2675
H11 0.06789 0.89698 3.36007  0.2827
H12 -1.30591 -0.45316 0.96729  0.2895
H13 -2.91416 -1.06804 -0.29615  0.3256
H14 -1.91180 -2.18820 -0.12127  0.3272
O2 -2.21898 -1.36737 0.29411  -0.6363

- E_HOMO (eV) = -13.77
- energy relative to the best compared isomer or geometry (same formula, charge and spin) (kcal/mol) = 49.6
- charge = +1
- molecular weight (g/mol) = 120.17
- E (eV) = -10989.654